{
  "formula": "C23H27F10N4O4S2W",
  "method": "wB97M-V/def2-TZVPD",
  "species": ["W", "C", "C", "N", "C", "C", "C", "C", "N", "C", "C", "F", "C", "F", "C", "C", "F", "C", "F", "H", "H", "H", "H", "H", "H", "H", "H", "H", "H", "H", "H", "H", "H", "H", "F", "C", "F", "F", "S", "O", "O", "N", "S", "O", "O", "C", "F", "F", "F", "C", "N", "C", "C", "C", "C", "C", "C", "C", "C", "H", "H", "H", "H", "H", "H", "H", "H", "H", "H", "H", "H"],
  "xyz": [[0.4193, -0.5150, 0.5832], [3.6116, -2.1976, 2.3513], [2.5233, -1.4506, 3.0834], [1.1278, -1.4905, 2.4904], [0.8404, -2.7317, 1.7403], [0.0311, -3.8259, 2.4146], [0.1997, -1.1222, 3.5928], [-1.1394, -0.6304, 3.0860], [-0.8808, 0.1699, 1.8937], [-1.5119, 1.4041, 1.6499], [-1.1650, 2.0386, 0.4746], [-0.2332, 1.3462, -0.3015], [-1.6205, 3.2580, 0.0445], [-1.1792, 3.7627, -1.0983], [-2.5398, 3.9230, 0.8367], [-2.9325, 3.3173, 2.0146], [-3.8196, 3.9146, 2.8045], [-2.4414, 2.0836, 2.4326], [-2.8935, 1.5831, 3.5894], [4.5511, -1.9566, 2.8486], [3.7268, -1.9068, 1.3072], [3.4955, -3.2800, 2.4148], [2.7610, -0.3933, 3.1854], [2.4182, -1.8667, 4.0897], [1.7830, -3.1338, 1.3724], [0.3019, -2.4609, 0.7779], [0.5609, -4.1389, 3.3170], [-0.0396, -4.6843, 1.7493], [-0.9766, -3.5288, 2.6898], [0.7070, -0.3079, 4.1109], [0.0939, -1.9532, 4.2950], [-1.6057, -0.0374, 3.8691], [-1.8293, -1.4486, 2.8625], [-2.9340, 4.8850, 0.5453], [2.1800, 0.2339, -2.1906], [3.0451, -0.3720, -1.4097], [2.3718, -1.4520, -0.8337], [4.0579, -0.8331, -2.0875], [3.5140, 0.6783, 0.0117], [2.3386, 0.3804, 0.9252], [4.7235, 0.1349, 0.5262], [3.5595, 2.0621, -0.5552], [2.8230, 3.4175, -0.0566], [1.5468, 3.1451, 0.5392], [3.7600, 4.2721, 0.5816], [2.4788, 4.1367, -1.7129], [3.5897, 4.2744, -2.4117], [1.6353, 3.3703, -2.3946], [1.9222, 5.3266, -1.4982], [-1.4117, 0.3124, -5.2612], [-1.4525, 0.5354, -3.8416], [-2.4155, 1.4712, -3.3308], [-0.6155, -0.1715, -2.9342], [-1.3534, -1.1539, -2.0366], [-2.3835, -1.8798, -2.6399], [-3.1774, -2.7586, -1.9345], [-2.9691, -2.9242, -0.5727], [-1.9400, -2.2328, 0.0386], [-1.1073, -1.3377, -0.6639], [-1.4063, 1.2581, -5.8096], [-2.2592, -0.2761, -5.6378], [-0.4945, -0.2138, -5.5258], [-2.0784, 2.5145, -3.3768], [-2.6579, 1.2397, -2.2895], [-3.3555, 1.4008, -3.8844], [-0.0506, 0.5208, -2.3073], [0.1234, -0.7231, -3.5229], [-2.5673, -1.7184, -3.6940], [-3.9655, -3.3030, -2.4363], [-3.6013, -3.5812, 0.0092], [-1.8183, -2.3789, 1.1010]],
  "lowdin_charge": [1.742, -0.070, -0.190, -0.249, -0.266, -0.030, -0.141, -0.159, -0.122, -0.112, -0.121, -0.060, -0.215, 0.132, 0.114, -0.188, 0.131, -0.122, 0.106, 0.105, 0.053, 0.088, 0.121, 0.131, 0.112, 0.051, 0.100, 0.102, 0.071, 0.139, 0.136, 0.126, 0.109, 0.152, 0.158, -0.643, 0.028, 0.219, 0.640, -0.449, -0.212, -0.262, 0.652, -0.268, -0.219, -0.694, 0.173, 0.146, 0.157, -0.082, -0.285, -0.069, -0.185, -0.199, -0.017, -0.050, -0.066, -0.140, -0.220, 0.088, 0.080, 0.086, 0.083, 0.082, 0.091, 0.080, 0.129, 0.118, 0.115, 0.112, 0.051],
  "e_homo_ev": [-10.397, -10.394],
  "de_lowest_kj_mol": 228.42,
  "fmax_ha_per_bohr": 0.0329,
  "lumo_ha": [-0.1604, -0.1702],
  "spin_multiplicity": 3,
  "total_charge": 1
}